Molecular formula: C50H51InNO2P4Te
Method: DFT, ωB97M-V/def2-TZVPD

The value obtained for the calculated total energy is -3964.5886 Ha. As for the LUMO energy: -2.53 eV. The energy above the lowest of the compared OMol25 structures with the same formula, charge and spin is 0.0 kJ/mol.

Structure (ORCA input):
```
! wB97M-V def2-TZVPD RIJCOSX def2/J DEFGRID3
* xyz 1 1
In 0.120 -0.008 -0.339
C -0.136 0.005 4.032
P -1.106 -0.181 2.496
C -2.702 0.570 2.991
C -1.587 -1.958 2.500
C -1.632 -2.692 3.682
C -2.038 -4.017 3.695
C -2.421 -4.636 2.516
C -2.381 -3.924 1.330
C -1.963 -2.595 1.308
P -1.888 -1.750 -0.299
C -3.623 -1.360 -0.679
C -1.443 -3.022 -1.522
H 0.757 -0.618 3.994
H -0.716 -0.232 4.923
H 0.180 1.048 4.100
H -3.085 0.100 3.898
H -3.433 0.458 2.192
H -2.562 1.636 3.162
H -1.342 -2.232 4.616
H -2.054 -4.565 4.628
H -2.741 -5.669 2.516
H -2.669 -4.423 0.413
H -4.223 -2.268 -0.602
H -3.713 -0.953 -1.686
H -3.995 -0.624 0.034
H -2.224 -3.772 -1.642
H -0.516 -3.502 -1.204
H -1.279 -2.531 -2.483
Te -2.068 3.539 -3.399
C -0.509 4.440 -4.513
C 0.041 5.661 -4.150
C 1.109 6.153 -4.889
N 1.637 5.521 -5.933
C 1.080 4.369 -6.292
C 0.008 3.791 -5.625
C -0.939 2.251 -2.186
P 0.083 0.971 -2.752
C 1.773 1.469 -3.167
C 2.209 2.771 -2.951
C 3.533 3.110 -3.192
C 4.426 2.148 -3.638
C 4.003 0.838 -3.829
C 2.684 0.496 -3.583
C -0.644 0.228 -4.237
C 0.061 -0.013 -5.411
C -0.576 -0.606 -6.494
C -1.913 -0.961 -6.412
C -2.625 -0.716 -5.244
C -1.992 -0.125 -4.164
P -0.743 2.422 -0.485
C -2.297 2.935 0.283
C -2.341 3.812 1.363
C -3.560 4.143 1.938
C -4.737 3.603 1.439
C -4.699 2.738 0.352
C -3.483 2.405 -0.223
C 0.481 3.631 0.089
C 0.441 4.939 -0.390
C 1.411 5.849 -0.005
C 2.420 5.461 0.868
C 2.461 4.164 1.356
C 1.493 3.250 0.964
H -0.345 6.228 -3.314
H 1.564 7.101 -4.625
H 1.516 3.877 -7.153
H -0.402 2.849 -5.964
H 1.516 3.518 -2.588
H 3.862 4.129 -3.036
H 5.457 2.415 -3.828
H 4.704 0.082 -4.156
H 2.363 -0.531 -3.705
H 1.101 0.274 -5.492
H -0.024 -0.784 -7.407
H -2.404 -1.420 -7.259
H -3.675 -0.972 -5.184
H -2.546 0.104 -3.260
H -1.427 4.251 1.745
H -3.591 4.832 2.772
H -5.685 3.869 1.886
H -5.618 2.335 -0.053
H -3.445 1.747 -1.085
H -0.352 5.235 -1.068
H 1.383 6.862 -0.386
H 3.179 6.173 1.166
H 3.249 3.863 2.032
H 1.534 2.227 1.331
C 5.636 -6.243 0.967
C 4.703 -5.088 0.734
C 4.171 -4.842 -0.524
C 3.298 -3.789 -0.758
C 2.735 -3.618 -2.147
C 2.932 -2.968 0.316
C 3.445 -3.199 1.600
C 3.141 -2.312 2.780
C 4.333 -4.251 1.778
C 2.010 -1.822 0.079
O 2.219 -0.970 -0.809
O 0.947 -1.703 0.794
H 6.155 -6.523 0.052
H 5.080 -7.116 1.314
H 6.378 -6.002 1.727
H 4.451 -5.481 -1.353
H 3.380 -4.105 -2.876
H 2.633 -2.572 -2.419
H 1.750 -4.087 -2.222
H 3.777 -1.422 2.760
H 3.350 -2.842 3.708
H 2.105 -1.990 2.790
H 4.748 -4.419 2.764
*
```



Molecular formula: C31H37FeGeSb2
Method: DFT, ωB97M-V/def2-TZVPD

The value obtained for the calculated total energy is -5024.3855 Ha. Its expectation value of S² is 6.07. As for the LUMO energy (spin up / spin down): 2.83 / 2.78 eV. The energy above the lowest of the compared OMol25 structures with the same formula, charge and spin is 0.0 kJ/mol.

Structure (ORCA input):
```
! wB97M-V def2-TZVPD RIJCOSX def2/J DEFGRID3
* xyz -1 5
Fe -0.881 -1.434 -0.052
C 1.910 -3.456 0.678
Sb 1.859 -1.434 -0.107
C 3.884 -1.563 -0.868
C 2.279 -0.314 1.727
C 2.649 -1.175 2.915
C 3.898 -1.819 2.911
C 4.297 -2.616 3.983
C 3.458 -2.780 5.082
C 2.217 -2.145 5.114
C 1.792 -1.339 4.041
C 0.434 -0.680 4.139
Sb -0.936 -1.434 2.624
C -1.177 -3.352 3.596
C -2.686 -0.570 3.557
H 2.852 -3.642 1.229
H 1.851 -4.168 -0.170
H 1.047 -3.621 1.353
H 4.576 -1.990 -0.120
H 4.229 -0.548 -1.156
H 3.887 -2.216 -1.765
H 1.343 0.241 1.910
H 3.054 0.460 1.546
H 4.573 -1.699 2.079
H 5.263 -3.106 3.963
H 3.771 -3.398 5.913
H 1.585 -2.287 5.981
H 0.538 0.422 4.059
H -0.045 -0.894 5.118
H -1.376 -3.200 4.677
H -0.249 -3.947 3.476
H -2.028 -3.894 3.136
H -2.679 -0.792 4.643
H -3.599 -1.001 3.097
H -2.678 0.529 3.405
C -0.881 0.642 -0.052
Ge -1.164 1.310 -1.861
C 0.411 0.786 -2.873
C 1.654 1.233 -2.400
C 2.834 0.903 -3.073
C 2.783 0.121 -4.228
C 1.552 -0.330 -4.709
C 0.370 0.000 -4.036
C -1.133 3.235 -1.865
C -1.316 3.927 -3.069
C -1.295 5.325 -3.084
C -1.091 6.035 -1.897
C -0.907 5.347 -0.694
C -0.928 3.949 -0.676
C -2.989 0.838 -2.338
C -4.015 1.330 -1.514
C -5.353 1.039 -1.793
C -5.681 0.253 -2.898
C -4.670 -0.241 -3.725
C -3.330 0.049 -3.447
H -1.689 1.011 0.613
H 1.710 1.841 -1.506
H 3.787 1.253 -2.699
H 3.696 -0.136 -4.750
H 1.513 -0.936 -5.605
H -0.550 -0.365 -4.439
H -1.475 3.384 -3.992
H -1.438 5.858 -4.015
H -1.075 7.117 -1.909
H -0.749 5.896 0.225
H -0.784 3.428 0.261
H -3.777 1.943 -0.654
H -6.135 1.424 -1.151
H -6.718 0.028 -3.115
H -4.925 -0.850 -4.582
H -2.589 -0.349 -4.106
H -2.568 -1.434 -0.052
*
```



Molecular formula: C14H12B2CeCl4F4N4O6
Method: DFT, ωB97M-V/def2-TZVPD

The value obtained for the calculated total energy is -3975.8470 Ha. As for the LUMO energy (spin up / spin down): -9.47 / -9.47 eV.

Structure (ORCA input):
```
! wB97M-V def2-TZVPD RIJCOSX def2/J DEFGRID3
* xyz 2 1
Ce 0.506 0.122 -0.998
C -1.536 0.645 3.059
C -0.952 0.888 1.724
N -1.048 0.124 0.698
O -1.508 -1.183 0.817
B -0.354 -2.133 0.698
F -0.595 -3.236 1.417
F 0.806 -1.376 1.175
O -0.019 -2.489 -0.741
N 1.206 -2.017 -1.207
C 2.313 -2.412 -0.675
C 2.521 -3.623 0.141
C 3.389 -1.369 -0.811
N 2.844 -0.222 -0.605
O 3.581 0.912 -0.602
B 2.790 2.142 -0.718
F 3.516 3.145 -1.162
F 1.713 1.702 -1.891
O 1.892 2.582 0.356
N 0.944 1.685 0.728
C -0.064 2.070 1.431
C -0.321 3.434 1.947
C 4.824 -1.636 -1.051
H -1.933 -0.367 3.111
H -2.344 1.362 3.230
H -0.789 0.792 3.840
H 1.602 -4.194 0.237
H 2.885 -3.347 1.133
H 3.291 -4.242 -0.330
H 0.304 4.152 1.421
H -0.071 3.480 3.011
H -1.373 3.695 1.833
H 5.005 -2.678 -1.299
H 5.414 -1.361 -0.173
H 5.171 -0.997 -1.867
Cl -6.174 -1.107 -1.082
C -4.739 -0.270 -1.348
C -4.769 1.208 -1.299
Cl -6.247 1.981 -1.081
C -3.630 1.950 -1.408
Cl -3.617 3.650 -1.270
C -2.370 1.290 -1.579
O -1.264 1.818 -1.510
C -2.379 -0.233 -1.833
O -1.308 -0.724 -2.187
C -3.591 -0.958 -1.603
Cl -3.524 -2.656 -1.677
*
```



Molecular formula: C3H9NO2
Method: DFT, ωB97M-V/def2-TZVPD

The value obtained for the calculated total energy is -324.5733 Ha. Its expectation value of S² is 0.75. As for the LUMO energy (spin up / spin down): -4.14 / -9.58 eV. The energy above the lowest of the compared OMol25 structures with the same formula, charge and spin is 137.1 kJ/mol.

Structure (ORCA input):
```
! wB97M-V def2-TZVPD RIJCOSX def2/J DEFGRID3
* xyz 1 2
C -2.231 -0.066 0.269
C -1.693 -1.104 -0.731
O -1.278 -2.328 -0.275
O -1.663 -0.956 -1.914
H -1.837 -0.259 1.278
H -3.326 -0.057 0.223
H -1.989 0.899 -0.038
C 2.422 1.167 -0.394
N 1.748 0.676 0.868
H 0.800 0.415 0.693
H -1.367 -2.477 0.691
H 2.449 0.118 1.339
H 1.822 1.891 -0.921
H 2.833 0.439 -1.077
H 3.309 1.643 -0.010
*
```